{"formula": "C6H14O", "method": "the ωB97M-V functional and the def2-TZVPD basis", "relative_energy_kj_mol": 87.4, "spin_multiplicity": 1, "smiles": "C/C=C(\\C)CC.O", "e_homo_ha": -0.336, "e_lumo_ha": 0.03315, "symbols": ["C", "C", "C", "C", "C", "C", "H", "H", "H", "H", "H", "H", "H", "H", "H", "H", "H", "H", "H", "H", "O"], "xyz": [[2.033, 1.435, 0.457], [0.515, 1.587, 0.253], [-0.273, 0.406, -0.306], [0.298, -0.668, -0.835], [-0.428, -1.792, -1.505], [-1.759, 0.593, -0.192], [2.516, 2.404, 0.290], [2.271, 1.189, 1.489], [2.471, 0.651, -0.161], [0.332, 2.441, -0.411], [0.070, 1.839, 1.212], [1.375, -0.751, -0.819], [-0.759, -1.541, -2.519], [-1.309, -2.141, -0.972], [0.183, -2.700, -1.557], [-2.260, -0.290, 0.205], [-2.049, 1.409, 0.465], [-2.233, 0.832, -1.153], [-0.905, -1.197, 1.712], [0.326, -2.059, 1.940], [-0.415, -1.647, 2.407]], "lowdin_charge": [-0.0948, -0.2111, -0.3249, -0.1444, -0.0980, -0.0617, 0.0712, 0.0699, 0.0515, 0.1150, 0.1030, 0.0854, 0.0812, 0.0655, 0.0708, 0.0720, 0.0753, 0.0916, -0.0021, 0.0396, -0.0550]}

---

{"formula": "C23H48MoO2P4", "method": "the ωB97M-V functional and the def2-TZVPD basis", "spin_multiplicity": 3, "e_homo_ha": [-0.760, -0.773], "charge": 4, "e_lumo_ha": [-0.54920, -0.53586], "symbols": ["P", "C", "H", "H", "H", "C", "H", "H", "H", "C", "H", "H", "H", "P", "C", "H", "H", "H", "C", "H", "H", "H", "C", "H", "H", "H", "P", "C", "H", "H", "H", "C", "H", "H", "H", "C", "H", "H", "H", "Mo", "C", "O", "C", "O", "C", "C", "C", "C", "C", "C", "H", "H", "H", "H", "H", "H", "C", "C", "P", "C", "C", "C", "C", "H", "H", "H", "H", "H", "H", "H", "H", "H", "H", "H", "H", "H", "H", "H"], "xyz": [[-1.420, -1.667, 1.492], [-0.621, -3.298, 1.771], [-1.297, -3.892, 2.409], [0.341, -3.171, 2.288], [-0.472, -3.818, 0.811], [-1.776, -1.170, 3.204], [-2.746, -0.673, 3.247], [-0.993, -0.476, 3.536], [-1.788, -2.063, 3.839], [-2.955, -2.245, 0.672], [-3.464, -2.904, 1.386], [-2.691, -2.797, -0.240], [-3.611, -1.411, 0.415], [-1.553, 0.395, -2.483], [-0.670, -0.264, -3.934], [-1.303, -0.100, -4.818], [-0.499, -1.340, -3.803], [0.289, 0.256, -4.056], [-3.197, -0.355, -2.672], [-3.933, 0.243, -2.128], [-3.180, -1.373, -2.260], [-3.448, -0.381, -3.739], [-1.616, 2.190, -2.804], [-2.190, 2.332, -3.731], [-0.590, 2.570, -2.927], [-2.111, 2.729, -1.986], [0.574, 2.426, 0.684], [2.342, 2.883, 0.554], [2.461, 3.841, 1.081], [2.603, 3.016, -0.505], [3.003, 2.136, 1.008], [-0.141, 4.068, 0.294], [0.605, 4.842, 0.512], [-1.035, 4.247, 0.894], [-0.402, 4.091, -0.772], [0.335, 2.027, 2.453], [0.739, 2.869, 3.036], [0.880, 1.104, 2.707], [-0.729, 1.887, 2.701], [-0.882, 0.353, -0.128], [-0.315, -1.704, -1.024], [-0.521, -2.715, -1.618], [1.042, 0.918, -1.441], [1.643, 1.410, -2.337], [-3.081, 2.931, 0.236], [-2.769, 2.716, 1.581], [-3.165, 1.554, 2.219], [-3.968, 0.640, 1.551], [-4.309, 0.843, 0.210], [-3.878, 2.002, -0.438], [-2.747, 3.836, -0.285], [-2.229, 3.477, 2.149], [-2.877, 1.381, 3.263], [-4.375, -0.226, 2.074], [-4.935, 0.112, -0.321], [-4.192, 2.204, -1.472], [4.001, 0.020, 1.653], [3.770, -0.217, 0.158], [2.230, -1.133, -0.242], [2.676, -1.946, -1.857], [4.091, -1.776, -2.407], [2.461, -2.599, 0.869], [3.847, -3.265, 0.889], [3.150, 0.544, 2.108], [4.900, 0.646, 1.776], [4.167, -0.926, 2.182], [3.680, 0.746, -0.366], [4.631, -0.751, -0.271], [2.444, -3.015, -1.740], [1.936, -1.555, -2.568], [4.864, -2.248, -1.785], [4.139, -2.270, -3.387], [4.341, -0.715, -2.539], [2.186, -2.273, 1.887], [1.714, -3.356, 0.577], [4.633, -2.625, 1.308], [3.775, -4.177, 1.496], [4.179, -3.598, -0.099]], "lowdin_charge": [0.8293, -0.2016, 0.0992, 0.0498, 0.0601, -0.1978, 0.0280, 0.0530, 0.0899, -0.2170, 0.0979, 0.0541, 0.0014, 0.7726, -0.1769, 0.0993, 0.0618, 0.0599, -0.1779, 0.0191, 0.0612, 0.0942, -0.1927, 0.1022, 0.0597, 0.0083, 0.8510, -0.1836, 0.0971, 0.0730, 0.0250, -0.1842, 0.0880, 0.0313, 0.0596, -0.2189, 0.0988, 0.0483, 0.0089, 0.9466, -0.2803, 0.1494, -0.3145, 0.1316, -0.0945, -0.1038, -0.0978, -0.1028, -0.0889, -0.0988, 0.1215, 0.1255, 0.1297, 0.1305, 0.1351, 0.1340, -0.1158, -0.3707, 1.0097, -0.3659, -0.0995, -0.3894, -0.0769, 0.0481, 0.1178, 0.0740, 0.0625, 0.0970, 0.1005, 0.0527, 0.0862, 0.1096, 0.0890, 0.0766, 0.0649, 0.0809, 0.1122, 0.0828]}

---

{"formula": "C5H4O3", "method": "the ωB97M-V functional and the def2-TZVPD basis", "relative_energy_kj_mol": 163.0, "spin_multiplicity": 1, "smiles": "C=C(C=C=O)C(=O)O", "e_homo_ha": -0.320, "e_lumo_ha": 0.00801, "symbols": ["C", "C", "C", "C", "O", "C", "O", "O", "H", "H", "H", "H"], "xyz": [[-0.347, -1.107, 0.116], [1.965, 0.149, -0.344], [0.973, 1.011, -0.203], [-1.369, 1.094, 0.614], [-0.178, -1.598, -1.127], [-0.306, 0.456, 0.111], [-0.752, -1.792, 1.035], [2.926, -0.466, -0.621], [-0.409, -2.546, -1.059], [1.166, 2.073, -0.111], [-2.221, 0.551, 1.016], [-1.448, 2.176, 0.571]], "lowdin_charge": [-0.4762, -0.1492, -0.0478, 0.0776, 0.1157, -0.2517, 0.1098, 0.2008, 0.1427, 0.1333, 0.0757, 0.0693]}

---

{"formula": "C3H33NO15S", "method": "the ωB97M-V functional and the def2-TZVPD basis", "relative_energy_kj_mol": 0.0, "spin_multiplicity": 1, "e_homo_ha": -0.330, "e_lumo_ha": -0.00797, "symbols": ["O", "C", "O", "C", "C", "S", "N", "H", "H", "H", "H", "H", "H", "H", "H", "H", "O", "H", "H", "O", "H", "H", "O", "H", "H", "O", "H", "H", "O", "H", "H", "O", "H", "H", "O", "H", "H", "O", "H", "H", "O", "H", "H", "O", "H", "H", "O", "H", "H", "O", "H", "H", "O"], "xyz": [[3.198, 2.309, -0.194], [2.841, 1.157, -0.112], [3.612, 0.182, -0.627], [1.598, 0.667, 0.617], [1.668, 0.951, 2.122], [1.275, 2.643, 2.665], [0.457, 1.205, -0.092], [3.099, -0.538, -1.240], [1.576, -0.420, 0.532], [2.646, 0.688, 2.530], [0.946, 0.323, 2.644], [2.162, 3.373, 1.941], [0.491, 2.208, -0.029], [-0.419, 0.894, 0.296], [-1.853, -1.501, -1.321], [-2.353, -1.961, -2.732], [-1.942, -1.239, -2.262], [-2.296, -0.976, 0.586], [-1.434, -2.053, 1.280], [-1.848, -1.848, 0.391], [-2.791, 3.590, -0.443], [-2.548, 2.097, -0.005], [-2.328, 2.781, -0.686], [1.512, -3.095, 0.901], [2.631, -2.536, 1.838], [1.848, -3.154, 1.812], [-3.077, 1.793, -2.003], [-2.937, 0.306, -2.498], [-3.577, 1.050, -2.410], [-0.309, -2.423, -0.301], [0.267, -3.719, -0.941], [0.531, -2.877, -0.551], [-0.881, -2.938, 3.312], [0.382, -2.538, 2.489], [-0.553, -2.254, 2.717], [-3.903, 0.585, 0.577], [-3.118, 0.802, 1.893], [-2.964, 0.635, 0.956], [0.809, 4.375, -0.404], [2.303, 3.958, -0.298], [1.688, 4.722, -0.270], [4.833, -1.667, 1.786], [3.954, -0.833, 0.775], [3.963, -1.314, 1.632], [0.491, 0.635, -2.625], [-0.392, -0.579, -2.969], [0.443, -0.129, -3.231], [-5.726, -0.226, -0.409], [-4.725, 0.764, -1.157], [-5.211, 0.589, -0.296], [1.783, -1.981, -1.474], [1.778, -0.962, -2.632], [2.402, -1.524, -2.083]], "lowdin_charge": [0.1040, -0.4727, 0.0182, -0.3737, -0.4902, 0.7305, 0.0908, 0.0857, 0.1180, 0.0680, 0.0640, -0.1350, 0.0392, 0.0593, 0.0198, 0.0801, -0.0443, 0.0362, 0.0276, -0.1217, 0.0659, 0.0139, -0.0665, -0.0036, 0.0329, -0.0860, 0.0206, 0.0255, -0.0796, 0.0318, 0.0976, -0.0496, 0.0657, 0.0274, -0.0738, 0.0214, 0.0862, -0.0867, 0.0085, -0.0040, -0.0791, 0.0597, 0.0280, -0.0419, 0.0510, 0.0220, -0.0616, 0.0782, 0.0330, -0.0651, 0.0258, 0.0398, -0.0413]}